Formula: C13H10N3O2PtSSe
Source: the Open Molecules 2025 dataset
Level of theory: ωB97M-V/def2-TZVPD

Results
* LUMO: 2.5 eV
* energy relative to the best compared isomer or geometry (same formula, charge and spin): 0.000 eV
* gap between HOMO and LUMO: 6.746 eV
* total charge: -1
* E_tot: -3735.0865 a.u.

Element x y z (Å)
Pt 0.066 0.384 -0.695
O -1.044 2.067 -0.892
N -1.702 2.381 0.160
N -1.550 1.626 1.170
O -0.753 0.563 1.213
C -2.267 1.934 2.370
C -3.070 3.067 2.448
C -3.745 3.327 3.628
C -3.623 2.473 4.717
C -2.817 1.350 4.620
C -2.132 1.071 3.445
H -3.156 3.725 1.597
H -4.372 4.207 3.696
H -4.153 2.685 5.637
H -2.714 0.679 5.462
H -1.500 0.202 3.345
S 2.253 -3.689 0.396
C 1.524 -2.289 -0.017
N 1.012 -1.290 -0.316
Se 0.875 0.509 -2.953
C 2.013 -1.009 -3.245
C 3.155 -1.221 -2.478
C 3.983 -2.303 -2.733
C 3.698 -3.174 -3.776
C 2.569 -2.961 -4.552
C 1.727 -1.889 -4.283
H 3.374 -0.547 -1.660
H 4.847 -2.475 -2.103
H 4.341 -4.024 -3.968
H 2.329 -3.642 -5.361
H 0.831 -1.737 -4.871